Computed, not measured: C16H15Br4O2Pt as an isolated structure, with ωB97M-V with the def2-TZVPD basis set.

Computed properties:
Expectation value of S² = 2.01
Total charge = -1
HOMO level (spin up / spin down) = -0.126 / -0.148 Ha
ΔE to the lowest compared entry with this formula, charge and spin = 0.0 kcal per mole
Multiplicity = 3
LUMO energy (spin up / spin down) = 2.69 / 2.67 eV

Each line ends with the Mulliken spin population.
Atoms and positions in Å:
Pt 0.067 -0.095 -0.124  1.16
C -0.734 -0.467 2.281  0.22
C -0.935 0.899 2.043  0.10
C -1.724 1.042 0.853  0.16
C -2.041 -0.264 0.366  0.03
C -1.381 -1.204 1.234  0.09
C -1.522 -2.695 1.229  -0.01
C -3.052 -0.550 -0.700  0.01
C -2.307 2.318 0.326  -0.01
C -0.444 2.044 2.872  -0.03
C 0.028 -1.104 3.398  -0.01
H -1.949 -3.040 2.176  0.01
H -0.561 -3.196 1.100  0.01
H -2.177 -3.029 0.426  0.00
H -4.057 -0.261 -0.372  0.00
H -3.074 -1.610 -0.952  0.00
H -2.824 -0.004 -1.617  0.00
H -3.395 2.237 0.242  0.01
H -1.922 2.569 -0.664  0.01
H -2.084 3.153 0.991  0.00
H -1.273 2.538 3.389  0.01
H 0.054 2.796 2.257  0.00
H 0.269 1.714 3.626  0.00
H 0.846 -1.724 3.023  0.00
H -0.622 -1.750 3.997  0.01
H 0.460 -0.360 4.065  0.00
Br 6.208 0.008 -3.614  0.00
C 4.353 0.008 -3.229  0.00
C 3.415 0.030 -4.250  0.00
Br 3.959 0.060 -6.064  0.00
C 2.049 0.025 -3.930  0.02
Br 0.706 0.051 -5.266  0.00
C 1.595 0.002 -2.611  0.04
O 0.333 -0.001 -2.282  0.15
C 2.563 -0.021 -1.562  -0.04
O 2.136 -0.045 -0.322  0.05
C 3.913 -0.017 -1.896  0.01
Br 5.126 -0.052 -0.439  0.00